Entry 1:
A molecular structure, C24H17AsF3NReS6Sb. Source: the OMol25 dataset; level of theory: ωB97M-V/def2-TZVPD.

Last column: natural (NBO) charge in e.
Cartesian coordinates (Å):
Re: -0.008 1.717 1.011  0.088
F: -1.036 1.266 6.841  -0.294
C: 0.148 1.288 6.229  0.981
F: 1.068 0.844 7.082  -0.293
F: 0.434 2.559 5.920  -0.307
C: 0.116 0.423 4.989  -0.161
C: 0.106 -0.963 5.111  -0.074
C: 0.018 -1.760 3.978  -0.218
C: -0.026 -1.155 2.735  0.076
N: 0.021 0.173 2.619  -0.503
C: 0.053 0.951 3.714  0.080
S: -0.061 2.619 3.156  0.296
H: 0.161 -1.412 6.094  0.268
H: -0.015 -2.837 4.053  0.261
H: -0.094 -1.732 1.821  0.229
S: -2.258 1.300 0.933  0.378
C: -2.760 -0.033 -0.075  -0.234
C: -4.102 -0.420 0.003  -0.160
C: -4.547 -1.448 -0.809  -0.167
C: -3.672 -2.082 -1.683  -0.159
C: -2.335 -1.693 -1.761  -0.114
C: -1.878 -0.664 -0.956  -0.397
As: -0.085 0.018 -0.973  1.231
C: 1.145 -1.449 -1.147  -0.285
C: 1.165 -2.081 -2.394  -0.232
C: 1.987 -3.179 -2.596  -0.175
C: 2.790 -3.644 -1.564  -0.160
C: 2.777 -3.010 -0.330  -0.182
C: 1.955 -1.915 -0.118  -0.246
C: 0.100 1.077 -2.561  -0.409
C: 1.358 1.244 -3.133  -0.198
C: 1.483 2.037 -4.264  -0.189
C: 0.369 2.668 -4.799  -0.155
C: -0.881 2.508 -4.213  -0.205
C: -1.022 1.711 -3.089  -0.152
H: -4.778 0.080 0.684  0.250
H: -5.582 -1.757 -0.759  0.253
H: -4.029 -2.887 -2.310  0.249
H: -1.671 -2.202 -2.448  0.231
H: 0.567 -1.710 -3.218  0.229
H: 2.003 -3.665 -3.562  0.243
H: 3.435 -4.498 -1.725  0.245
H: 3.414 -3.365 0.468  0.238
H: 1.976 -1.424 0.849  0.213
H: 2.233 0.756 -2.720  0.235
H: 2.453 2.163 -4.726  0.242
H: 0.471 3.284 -5.683  0.243
H: -1.746 2.997 -4.640  0.242
H: -2.003 1.578 -2.646  0.215
S: 3.159 4.209 -1.522  -0.430
Sb: 2.622 3.921 0.564  1.325
S: -0.068 3.731 0.287  0.116
S: 2.153 1.327 0.661  -0.133
S: 2.918 4.539 2.626  -0.423

charge	+2
largest force on an atom	0.0112	hartree/bohr
E_LUMO (alpha / beta)	-8.90 / -9.11	eV
ΔE to the lowest compared entry with this formula, charge and spin	51.2	kcal per mole
orbital gap (alpha / beta)	5.71 / 5.31	eV

=====

Entry 2:
2 unconnected molecules or ions with the total composition C5H11NO in a non-equilibrium geometry. Source: the OMol25 dataset; level of theory: ωB97M-V/def2-TZVPD.

Last column: natural (NBO) charge in e.
Cartesian coordinates (Å):
N: 2.518 1.510 0.857  -0.854
C: 1.234 0.842 0.964  -0.258
C: -2.703 0.810 -2.183  -0.388
C: -1.372 0.620 -1.720  -0.183
C: -0.713 1.065 -0.541  -0.264
C: 0.555 0.761 -0.410  -0.150
H: 2.974 1.515 -0.024  0.359
H: 2.435 2.563 1.033  0.348
H: 0.505 1.367 1.711  0.206
H: 1.680 -0.231 1.317  0.211
H: -3.137 0.524 -3.064  0.201
H: -3.286 1.333 -1.425  0.182
H: -0.708 -0.009 -2.336  0.187
H: -1.197 1.802 0.073  0.211
H: 1.077 -0.072 -1.120  0.194
H: -0.160 -5.259 2.385  0.471
H: -0.147 -4.186 1.236  0.472
O: 0.042 -4.313 2.195  -0.943

largest force on an atom	0.1364	hartree/bohr
E_LUMO	0.60	eV
ΔE to the lowest compared entry with this formula, charge and spin	88.3	kcal per mole
orbital gap	9.10	eV

=====

Entry 3:
3 unconnected molecules or ions with the total composition C5H11NO2 in a non-equilibrium geometry. Source: the OMol25 dataset; level of theory: ωB97M-V/def2-TZVPD.

Last column: natural (NBO) charge in e.
Cartesian coordinates (Å):
C: 1.013 -1.782 -0.255  -1.003
C: 0.764 1.931 -0.194  0.657
N: 0.870 0.885 0.669  -0.954
O: 1.485 2.923 -0.194  -0.652
H: 1.641 1.032 1.315  0.375
H: 0.843 -0.605 0.095  0.341
H: 2.061 -1.774 0.057  0.257
H: 0.596 -2.682 0.202  0.217
H: 0.955 -1.863 -1.339  0.226
C: -0.368 1.783 -1.208  -0.717
C: -1.303 -0.677 1.306  -0.904
C: -1.239 -1.338 0.065  0.918
O: -1.690 -1.661 -0.942  -0.384
H: -0.943 -1.310 2.114  0.291
H: -0.393 2.656 -1.857  0.238
H: -1.333 1.691 -0.702  0.203
H: -0.225 0.888 -1.820  0.210
H: -0.432 0.193 1.194  0.395
H: -2.302 -0.288 1.494  0.286

largest force on an atom	0.0337	hartree/bohr
E_LUMO	-0.56	eV
ΔE to the lowest compared entry with this formula, charge and spin	101.4	kcal per mole
orbital gap	7.84	eV